Entry 1:
The following is a quantum chemistry calculation of C41H47Cl2IN5O4P2V as an isolated structure in a non-equilibrium geometry, from OMol25.

Positions of all 103 atoms, in Å:
V (1.29, -0.68, -0.37)
I (2.01, 3.85, 1.09)
C (0.98, 5.65, 0.58)
C (1.77, 6.77, 0.69)
C (1.25, 8.06, 0.51)
C (-0.08, 8.20, 0.25)
C (-0.91, 7.07, 0.09)
C (-2.27, 7.28, -0.22)
C (-3.09, 6.23, -0.47)
C (-2.58, 4.93, -0.41)
C (-1.28, 4.66, -0.05)
P (-0.84, 2.83, -0.01)
C (-1.89, 2.42, 1.44)
C (-1.15, 2.00, 2.54)
C (-1.77, 1.72, 3.75)
C (-3.14, 1.85, 3.86)
C (-3.89, 2.23, 2.77)
C (-3.27, 2.52, 1.56)
C (-1.76, 2.41, -1.54)
C (-2.85, 1.57, -1.69)
C (-3.33, 1.28, -2.96)
C (-2.71, 1.83, -4.08)
C (-1.60, 2.64, -3.93)
C (-1.13, 2.92, -2.67)
C (-0.39, 5.74, 0.23)
H (2.82, 6.66, 0.94)
H (1.89, 8.91, 0.61)
H (-0.53, 9.17, 0.15)
H (-2.63, 8.29, -0.27)
H (-4.13, 6.38, -0.72)
H (-3.23, 4.12, -0.68)
H (-0.08, 1.88, 2.44)
H (-1.18, 1.41, 4.60)
H (-3.63, 1.65, 4.81)
H (-4.97, 2.32, 2.85)
H (-3.89, 2.81, 0.73)
H (-3.34, 1.14, -0.83)
H (-4.18, 0.63, -3.09)
H (-3.10, 1.61, -5.07)
H (-1.11, 3.06, -4.80)
H (-0.24, 3.53, -2.54)
Cl (3.44, 1.45, -3.34)
C (4.21, 1.56, -1.81)
C (5.50, 2.02, -1.65)
C (6.08, 2.02, -0.39)
C (5.39, 1.52, 0.72)
C (4.10, 1.05, 0.55)
Cl (3.16, 0.35, 1.80)
C (3.46, 1.08, -0.71)
N (2.26, 0.53, -0.80)
H (6.06, 2.35, -2.51)
H (7.08, 2.39, -0.26)
H (5.85, 1.49, 1.69)
C (-4.75, -0.98, 0.89)
C (-4.09, -2.22, 0.29)
C (-4.28, -2.28, -1.23)
C (-2.61, -2.28, 0.68)
N (-1.78, -1.28, 0.05)
C (-1.29, -1.21, -1.19)
N (-0.42, -0.21, -1.24)
N (-0.39, 0.29, 0.00)
N (-1.23, -0.33, 0.78)
H (-5.72, -0.81, 0.44)
H (-4.13, -0.10, 0.73)
H (-4.88, -1.10, 1.96)
H (-4.55, -3.11, 0.73)
H (-3.90, -1.39, -1.71)
H (-5.34, -2.36, -1.46)
H (-3.78, -3.16, -1.64)
H (-2.19, -3.26, 0.45)
H (-2.50, -2.10, 1.75)
H (-1.55, -1.85, -2.02)
C (1.28, -6.47, -1.51)
C (0.51, -5.31, -0.87)
C (0.13, -5.64, 0.56)
C (-0.75, -5.04, -1.70)
O (1.35, -4.15, -0.97)
P (1.72, -3.10, 0.19)
O (2.66, -2.12, -0.45)
O (0.49, -2.43, 0.72)
O (2.39, -3.93, 1.37)
C (3.79, -4.26, 1.41)
C (4.29, -4.67, 0.03)
C (4.56, -3.05, 1.94)
C (3.91, -5.43, 2.40)
H (0.62, -7.32, -1.63)
H (2.12, -6.76, -0.89)
H (1.65, -6.17, -2.49)
H (-0.54, -6.49, 0.58)
H (-0.35, -4.78, 1.04)
H (1.01, -5.89, 1.14)
H (-1.42, -5.89, -1.63)
H (-0.49, -4.88, -2.74)
H (-1.27, -4.15, -1.33)
H (4.12, -3.86, -0.67)
H (3.76, -5.55, -0.32)
H (5.36, -4.88, 0.08)
H (4.39, -2.21, 1.27)
H (5.62, -3.27, 1.97)
H (4.21, -2.79, 2.93)
H (3.39, -6.31, 2.03)
H (3.48, -5.15, 3.35)
H (4.96, -5.69, 2.54)

**Maximum force**: 2.980 eV/A
**HOMO energy (alpha / beta)**: -0.238 / -0.260 Eh
**Orbital gap (alpha / beta)**: 0.2515 / 0.2745 Eh
**M**: 984.6 u
**⟨S²⟩**: 2.07
**2S+1**: 3

Mulliken atomic charge list, values in e, 5 entries: V 0.27; I 0.14; C -0.17; C -0.64; C -0.80

Entry 2:
The following is a quantum chemistry calculation of C5H3MnO6 as an isolated structure in a non-equilibrium geometry, from OMol25.

Positions of all 15 atoms, in Å:
O (-2.81, -4.34, 0.32)
C (-2.44, -3.55, -0.43)
Mn (0.49, 0.50, -0.56)
O (1.88, -1.25, 1.43)
C (1.36, -0.54, 0.69)
C (1.06, 2.12, -0.05)
O (1.33, 3.22, 0.15)
C (-0.01, 1.65, -1.97)
O (-0.80, 2.18, -2.66)
C (1.03, -0.54, -1.88)
O (1.35, -1.19, -2.79)
H (-0.63, -0.37, -0.05)
O (-0.83, 0.79, 2.29)
H (-0.13, 1.33, 2.68)
H (-0.84, 0.00, 2.85)

**Maximum force**: 11.349 eV/A
**Net charge**: +1
**HOMO energy (alpha / beta)**: -0.462 / -0.579 Eh
**Orbital gap (alpha / beta)**: 0.2782 / 0.2800 Eh
**M**: 214.0 u
**⟨S²⟩**: 8.79
**2S+1**: 6
**Relative energy (zero: lowest compared OMol25 entry of this formula, charge and spin)**: 0.399 eV

natural (NBO) atomic charge list, values in e, 5 entries: O -0.48; C 0.48; Mn 0.61; O -0.34; C 0.47